This record from the Open Molecules 2025 dataset describes 2 unconnected molecules or ions with the total composition C3H10N2S. The level of theory is ωB97M-V/def2-TZVPD.

CARTESIAN COORDINATES (ANGSTROEM)
1 H -1.8466 3.4479 -3.5004
2 N -1.2249 2.9733 -4.1486
3 C -0.7560 1.9638 -3.5173
4 N 0.5021 1.4877 -3.5970
5 H -1.3740 1.5140 -2.7331
6 H 0.8428 0.8197 -2.9321
7 H 1.0908 1.6933 -4.3864
8 C -0.8065 -0.9545 2.1217
9 S 0.8206 -1.6409 1.7121
10 C 1.4639 -2.1016 3.3719
11 H -1.3198 -1.4432 2.9501
12 H -0.6726 0.0653 2.4651
13 H -1.3928 -1.1450 1.2243
14 H 2.3888 -1.5662 3.5371
15 H 1.6320 -3.1754 3.3611
16 H 0.6520 -1.9380 4.0714

Atoms 1-2, force components in eV/Å:
-1.0 -0.4 -0.7
1.2 0.2 0.1

Values from the calculation:
2S+1: 1
Energy above the lowest of the compared OMol25 structures with the same formula, charge and spin (eV): 1.081
SMILES string: [H]/N=C/N.CSC
Kohn-Sham gap (eV): 9.172


This record from the Open Molecules 2025 dataset describes C3H10N2S in the gas phase. The level of theory is ωB97M-V/def2-TZVPD.

CARTESIAN COORDINATES (ANGSTROEM)
1 N 0.5598 -2.2190 1.2435
2 C -0.6857 -1.5099 0.9196
3 C -0.4721 -0.4220 -0.1339
4 N -1.7898 0.1462 -0.4542
5 C 0.4096 0.7218 0.3888
6 S 1.1346 1.6800 -0.9844
7 H 1.0450 -2.5032 0.4027
8 H 1.2096 -1.7283 1.8403
9 H -1.1163 -1.1209 1.8439
10 H -1.3707 -2.2726 0.5624
11 H -0.1682 -0.9037 -1.0552
12 H -2.0001 0.4047 -1.3968
13 H -2.5156 0.1980 0.2323
14 H 1.1569 0.4113 1.1164
15 H -0.2108 1.4644 0.8529
16 H 0.0480 2.0192 -1.6867

Atoms 1-2, force components in eV/Å:
-0.2 -0.3 0.2
1.3 -0.5 0.1

Values from the calculation:
2S+1: 1
Energy above the lowest of the compared OMol25 structures with the same formula, charge and spin (eV): 0.547
SMILES string: NC[C@@H](N)CS
Kohn-Sham gap (eV): 9.647


This record from the Open Molecules 2025 dataset describes 2 unconnected molecules or ions with the total composition C3H10N2S. The level of theory is ωB97M-V/def2-TZVPD.

CARTESIAN COORDINATES (ANGSTROEM)
1 H -2.2765 2.0005 -1.0085
2 N -1.5378 2.6835 -0.9489
3 C -0.4247 2.2761 -0.4876
4 N 0.7476 2.5232 -0.9480
5 H -0.7116 1.8125 0.3849
6 H 1.4938 1.8718 -1.0325
7 H 0.5448 2.9906 -1.7893
8 C -1.1219 -2.0392 0.4701
9 S 0.3349 -1.3292 -0.5475
10 C 1.6022 -1.5558 0.7622
11 H -1.9292 -1.4563 0.7749
12 H -0.7526 -2.2434 1.4855
13 H -1.5236 -2.8094 -0.0864
14 H 2.4919 -1.2474 0.2846
15 H 1.3244 -0.8458 1.5345
16 H 1.7382 -2.6319 1.1519

Atoms 1-2, force components in eV/Å:
-0.4 0.3 1.5
0.3 1.6 -3.8

Values from the calculation:
2S+1: 1
Energy above the lowest of the compared OMol25 structures with the same formula, charge and spin (eV): 2.636
SMILES string: [H]/N=C/N.CSC
Kohn-Sham gap (eV): 8.749